Entry 1:
Entry from the Open Molecules 2025 dataset: C53H49NP4S3W as an isolated structure (ωB97M-V/def2-TZVPD).

The value obtained for the frontier orbital gap (spin up / spin down) is 0.2008 / 0.2099 Eh. The lowest unoccupied orbital energy (spin up / spin down) is -6.63 / -6.38 eV. Its multiplicity is 3. As for the expectation value of S²: 2.027. Its total energy is -4730.3947 Ha. The total charge is +2. The calculation puts the HOMO energy (spin up / spin down) at -12.09 / -12.09 eV.

Cartesian coordinates (Å):
W (-0.597, -0.382, 0.898)
S (5.746, 3.491, 2.728)
S (-1.757, 1.540, 1.784)
S (-1.833, -2.444, 1.512)
P (1.702, -0.912, 1.631)
P (-2.528, 1.113, -0.128)
P (1.231, 0.825, -0.421)
P (-2.852, -1.880, -0.179)
N (2.295, 0.597, 0.990)
C (-0.641, 2.941, -3.245)
C (-4.306, 1.431, -0.090)
C (3.125, -1.033, 4.056)
C (0.780, -0.435, 4.154)
C (2.223, -1.559, -3.663)
C (-2.608, -5.280, -2.423)
C (0.880, -0.273, 5.524)
C (-2.237, 3.676, -1.088)
C (-6.371, 2.100, 0.897)
C (-7.321, -1.332, 0.570)
C (-4.626, -1.745, 0.153)
C (2.097, -0.486, 6.156)
C (-1.016, 4.264, -3.067)
C (-2.726, -4.433, -1.334)
C (-2.303, -3.393, -3.886)
C (1.910, -0.800, 3.421)
C (-6.872, -1.756, -0.671)
C (-2.415, -2.539, -2.805)
C (-6.262, 1.614, -1.455)
C (3.590, 1.831, -1.394)
C (-5.522, -1.962, -0.890)
C (1.823, 3.465, -1.302)
C (4.332, 2.843, 1.777)
C (-2.627, -3.059, -1.531)
C (-6.427, -1.149, 1.613)
C (3.214, -0.871, 5.427)
C (-1.995, -0.433, -0.748)
C (-2.399, -4.762, -3.693)
C (-5.074, -1.350, 1.409)
C (-6.987, 2.006, -0.340)
C (-1.050, 1.978, -2.339)
C (0.873, -1.819, -1.273)
C (2.684, -3.428, 1.097)
C (6.682, 1.966, 3.005)
C (-1.808, 4.633, -1.990)
C (-1.850, 2.350, -1.264)
C (1.519, -0.607, -1.554)
C (2.053, 1.758, 1.876)
C (5.169, -2.527, 0.239)
C (2.960, -2.065, 1.040)
C (2.259, 2.157, -1.136)
C (-4.919, 1.322, -1.334)
C (4.018, 4.095, -2.060)
C (2.708, 4.429, -1.764)
C (4.903, -3.886, 0.308)
C (4.201, -1.610, 0.606)
C (4.461, 2.794, -1.868)
C (1.638, -2.770, -3.335)
C (3.304, 2.149, 2.659)
C (0.948, -2.893, -2.138)
C (-5.024, 1.811, 1.034)
C (3.662, -4.336, 0.735)
C (2.163, -0.488, -2.785)
H (2.610, 0.454, -3.066)
H (-2.892, -4.827, -0.339)
H (5.484, 2.528, -2.083)
H (-4.542, 1.888, 1.998)
H (-2.340, -1.469, -2.935)
H (-0.175, -0.289, 3.635)
H (-2.102, 5.662, -1.857)
H (4.719, 2.175, 1.009)
H (-8.374, -1.145, 0.723)
H (2.370, 5.446, -1.886)
H (-0.783, 0.935, -2.475)
H (6.127, 1.300, 3.661)
H (4.699, 4.846, -2.430)
H (-2.691, -6.349, -2.286)
H (-2.314, -5.430, -4.539)
H (2.719, -1.443, -4.613)
H (0.014, 0.010, 6.099)
H (3.889, 3.713, 1.295)
H (0.454, -3.820, -1.892)
H (1.711, -3.764, 1.436)
H (5.666, -4.596, 0.037)
H (3.731, 1.255, 3.114)
H (-0.690, 5.011, -3.772)
H (-7.573, -1.925, -1.474)
H (-5.165, -2.288, -1.857)
H (-2.872, 3.940, -0.251)
H (-6.736, 1.543, -2.419)
H (1.704, -3.609, -4.009)
H (-0.038, 2.656, -4.092)
H (3.935, 0.822, -1.217)
H (0.805, 3.738, -1.069)
H (1.228, 1.565, 2.579)
H (4.397, -0.549, 0.573)
H (-6.940, 2.406, 1.760)
H (3.987, -1.341, 3.479)
H (-8.036, 2.237, -0.439)
H (6.136, -2.184, -0.092)
H (3.463, -5.393, 0.793)
H (1.755, 2.612, 1.255)
H (-4.368, -1.205, 2.219)
H (-6.788, -0.842, 2.583)
H (6.886, 1.490, 2.050)
H (4.149, -1.049, 5.933)
H (2.171, -0.366, 7.225)
H (3.006, 2.828, 3.459)
H (0.274, -1.945, -0.348)
H (-4.333, 1.019, -2.191)
H (-2.155, -2.987, -4.875)
H (7.615, 2.251, 3.480)

---

Entry 2:
Entry from the Open Molecules 2025 dataset: C53H51BrGeN6O4SiTi as an isolated structure (ωB97M-V/def2-TZVPD).

The value obtained for the frontier orbital gap (spin up / spin down) is 0.2149 / 0.1749 Eh. The lowest unoccupied orbital energy (spin up / spin down) is -0.98 / -2.11 eV. Its multiplicity is 3. As for the expectation value of S²: 2.096. Its total energy is -8469.7592 Ha. The calculation puts the HOMO energy (spin up / spin down) at -6.83 / -6.87 eV.

Cartesian coordinates (Å):
Br (-7.956, -1.612, -2.812)
Ge (-0.304, 1.685, -0.642)
Ti (0.003, -0.161, 1.281)
Si (3.064, -0.244, 0.029)
O (-0.504, -1.415, 2.484)
O (-1.780, 2.413, 3.905)
O (0.966, 3.335, 2.768)
O (1.505, -0.032, 0.339)
N (1.711, -0.070, 3.019)
N (-0.548, -1.655, -0.074)
N (-0.323, 1.458, 2.415)
N (-2.277, 0.120, 1.250)
N (-3.328, -5.626, 0.419)
N (-4.002, -5.616, -0.646)
C (5.098, 0.798, 1.830)
C (-5.911, -3.606, -3.010)
C (3.492, -0.602, 4.506)
C (0.023, 3.677, -0.228)
C (-1.775, -3.814, -1.368)
C (3.583, -2.004, 0.508)
C (-1.095, -2.828, -2.076)
C (0.794, 4.404, -1.322)
C (1.806, 1.201, 3.410)
C (-4.993, -4.501, -2.513)
C (-1.538, 1.717, 2.934)
C (5.283, 0.435, -3.426)
C (5.311, -3.663, 0.798)
C (2.842, -0.696, -2.821)
C (-6.656, -2.832, -2.128)
C (4.370, -4.578, 1.241)
C (-1.998, 1.426, -1.825)
C (-4.966, 0.616, 1.846)
C (4.916, -2.392, 0.425)
C (5.553, 3.141, 2.098)
C (-2.545, -4.649, 0.884)
C (-2.632, 0.984, 2.207)
C (-3.300, 2.063, -1.353)
C (-1.864, -3.716, 0.020)
C (2.540, -0.951, 3.555)
C (-1.619, -3.537, 2.845)
C (3.030, -4.223, 1.288)
C (-3.955, 1.260, 2.537)
C (-4.907, 3.986, -1.534)
C (-1.170, -2.643, 0.638)
C (2.714, 1.645, 4.363)
C (4.496, 3.437, 1.252)
C (-4.760, -4.604, -1.129)
C (3.587, -0.120, -1.797)
C (-4.604, -0.280, 0.850)
C (-3.260, -0.500, 0.596)
C (3.290, -0.688, -4.128)
C (4.516, -0.123, -4.434)
C (3.749, 2.413, 0.700)
C (0.785, 5.104, -3.758)
C (2.647, -2.943, 0.926)
C (0.794, 2.138, 2.840)
C (4.043, 1.079, 0.970)
C (5.847, 1.819, 2.386)
C (-0.534, -1.755, -1.403)
C (-6.466, -2.925, -0.756)
C (4.819, 0.439, -2.124)
C (3.573, 0.719, 4.925)
C (-3.506, 3.486, -1.863)
C (-1.090, -2.509, 2.044)
C (-0.041, 4.612, -2.579)
C (-5.497, -3.769, -0.264)
C (-2.315, -4.576, 2.273)
H (-2.789, -5.330, 2.884)
H (-5.656, 3.379, -2.037)
H (-2.975, -1.192, -0.185)
H (4.875, -0.121, -5.452)
H (0.753, 1.492, -1.807)
H (2.936, 2.646, 0.022)
H (-4.429, -5.135, -3.179)
H (-2.137, 0.347, -1.915)
H (-2.199, -4.664, -1.884)
H (1.128, 5.372, -0.938)
H (5.347, -0.231, 2.055)
H (-0.500, 3.656, -2.837)
H (1.686, 3.829, -1.585)
H (-0.949, 4.145, -0.070)
H (-2.761, 4.142, -1.412)
H (1.600, -2.650, 0.969)
H (2.690, -1.141, -4.903)
H (4.152, -1.346, 4.922)
H (0.567, 3.760, 0.713)
H (-5.338, -3.853, 0.801)
H (1.264, 6.052, -3.527)
H (6.251, 0.859, -3.649)
H (-6.004, 0.815, 2.066)
H (-5.089, 3.938, -0.463)
H (4.291, 1.023, 5.671)
H (6.156, 3.938, 2.512)
H (-7.093, -2.357, -0.082)
H (-4.137, 1.972, 3.329)
H (4.677, -5.565, 1.556)
H (1.898, -1.162, -2.584)
H (1.557, 4.381, -4.008)
H (-0.041, -0.951, -1.943)
H (0.151, 5.248, -4.629)
H (-5.032, 5.016, -1.858)
H (5.418, 0.884, -1.343)
H (2.701, 2.680, 4.662)
H (5.649, -1.686, 0.064)
H (-1.747, 1.794, -2.819)
H (2.440, -1.973, 3.213)
H (-1.030, -2.899, -3.151)
H (-4.142, 1.452, -1.695)
H (6.677, 1.585, 3.035)
H (-0.838, 5.326, -2.367)
H (2.285, -4.941, 1.601)
H (-5.345, -0.802, 0.266)
H (-6.066, -3.519, -4.075)
H (6.354, -3.940, 0.739)
H (-3.337, 2.085, -0.261)
H (-3.363, 3.515, -2.944)
H (-1.508, -3.483, 3.917)
H (4.264, 4.464, 1.013)

---

Entry 3:
Entry from the Open Molecules 2025 dataset: C53H51IrO8P2 as an isolated structure (ωB97M-V/def2-TZVPD).

As for the energy above the lowest of the compared OMol25 structures with the same formula, charge and spin: 0.0 kcal/mol. The value obtained for the frontier orbital gap (spin up / spin down) is 0.2640 / 0.1096 Eh. The lowest unoccupied orbital energy (spin up / spin down) is -4.88 / -9.06 eV. Its multiplicity is 5. As for the expectation value of S²: 6.036. Its total energy is -3438.6002 Ha. The total charge is +2. The calculation puts the HOMO energy (spin up / spin down) at -12.06 / -12.05 eV.

Cartesian coordinates (Å):
Ir (-0.765, -0.854, 0.750)
P (-0.114, -1.854, -1.450)
P (0.516, 0.965, 1.789)
O (-2.471, 5.802, -2.021)
O (-0.374, -2.594, 2.389)
O (-0.456, 5.279, -3.024)
O (1.748, 0.419, -0.884)
O (-2.245, -2.927, 0.347)
O (-2.503, -1.027, 2.985)
O (-2.461, 0.188, 0.222)
O (-4.240, 1.500, 0.144)
C (-2.853, 3.604, -1.016)
C (-2.143, 4.519, -1.749)
C (-0.524, 2.439, 2.030)
C (3.979, 3.101, 1.180)
C (3.019, 0.546, -2.897)
C (-0.103, 3.750, 1.806)
C (-1.063, 2.034, -1.478)
C (0.591, 1.056, 4.607)
C (-3.370, -1.201, -3.792)
C (-0.926, 4.208, -2.353)
C (0.675, -5.849, -0.902)
C (-1.455, -2.129, -2.648)
C (-2.648, 3.278, 2.822)
C (-3.473, -2.350, -4.564)
C (2.100, -0.286, 5.920)
C (-0.949, 4.811, 2.095)
C (5.397, 1.020, -2.346)
C (2.732, -4.644, -0.609)
C (4.326, 2.827, -0.135)
C (1.061, 0.629, 5.844)
C (2.298, -0.925, -4.669)
C (-2.283, 2.335, -0.875)
C (-2.210, -3.884, 1.393)
C (-1.548, -3.270, -3.448)
C (2.212, -0.360, 3.521)
C (-0.622, -2.234, 3.762)
C (0.010, -4.659, -1.166)
C (3.146, 0.064, -4.190)
C (-2.217, 4.579, 2.610)
C (1.164, 0.560, 3.440)
C (3.587, 1.933, -0.897)
C (1.129, -1.040, -2.561)
C (2.056, 1.647, 1.042)
C (2.075, -3.456, -0.892)
C (-2.559, -3.380, -4.393)
C (-0.839, -3.900, 2.021)
C (-3.073, 1.294, -0.117)
C (2.477, 1.351, -0.267)
C (3.959, 1.589, -2.325)
C (-1.428, 6.325, -2.847)
C (-1.808, 2.214, 2.527)
C (-2.066, -1.867, 4.032)
C (1.305, -1.481, -3.855)
C (2.034, -5.844, -0.622)
C (3.905, 2.870, -3.188)
C (-3.565, -2.822, -0.209)
C (-3.899, -0.731, 3.056)
C (2.852, 2.510, 1.765)
C (-2.369, -1.093, -2.840)
C (1.986, -0.012, -2.129)
C (-0.361, 2.962, -2.245)
C (2.680, -0.779, 4.755)
C (0.709, -3.453, -1.179)
H (-0.614, 5.825, 1.915)
H (-1.837, 6.602, -3.816)
H (6.107, 1.769, -1.995)
H (5.194, 3.309, -0.566)
H (2.638, -2.529, -0.894)
H (-2.313, -0.203, -2.236)
H (-0.831, -4.074, -3.358)
H (-3.814, 3.827, -0.573)
H (-4.301, -2.732, 0.593)
H (2.658, -0.761, 2.616)
H (-2.145, 1.199, 2.687)
H (2.601, 2.737, 2.794)
H (2.550, -6.774, -0.418)
H (-0.216, 1.776, 4.560)
H (0.030, -1.392, 3.963)
H (0.126, -6.783, -0.913)
H (-4.262, -2.442, -5.300)
H (4.550, 3.640, -2.766)
H (-1.057, -4.675, -1.348)
H (3.918, 0.460, -4.838)
H (4.256, 2.658, -4.198)
H (-0.322, -3.062, 4.409)
H (-0.855, -4.547, 2.901)
H (-2.624, -4.272, -5.002)
H (-2.872, 5.412, 2.832)
H (-3.601, -1.929, -0.820)
H (-4.120, -0.135, 3.946)
H (2.416, -1.282, -5.684)
H (0.668, -2.261, -4.250)
H (2.892, 3.270, -3.254)
H (-4.075, -0.390, -3.922)
H (0.564, 2.717, -2.754)
H (-3.644, 3.086, 3.201)
H (4.583, 3.787, 1.759)
H (0.870, 3.961, 1.385)
H (5.482, 0.137, -1.711)
H (-4.165, -0.179, 2.157)
H (2.465, -0.613, 6.885)
H (3.792, -4.634, -0.389)
H (-0.958, 7.168, -2.348)
H (0.618, 1.022, 6.750)
H (-2.124, -1.357, 5.000)
H (-3.782, -3.708, -0.809)
H (-4.480, -1.657, 3.101)
H (-2.708, -2.751, 4.091)
H (-0.101, -4.288, 1.329)
H (-2.986, -3.640, 2.122)
H (-0.667, 1.036, -1.361)
H (3.494, -1.489, 4.812)
H (5.680, 0.743, -3.361)
H (-2.426, -4.884, 0.999)

---

Entry 4:
Entry from the Open Molecules 2025 dataset: C53H52BNO5S3Se2Sr as an isolated structure (ωB97M-V/def2-TZVPD).

As for the energy above the lowest of the compared OMol25 structures with the same formula, charge and spin: 8.9 kcal/mol. The value obtained for the frontier orbital gap is 0.2285 Eh. The lowest unoccupied orbital energy is -0.09 eV. Its total energy is -8534.8527 Ha. The calculation puts the HOMO energy at -6.30 eV.

Cartesian coordinates (Å):
Sr (-0.075, -0.169, -0.002)
Se (-3.215, -1.578, -1.059)
Se (-2.838, 2.019, -0.872)
S (2.140, -1.065, -1.656)
S (1.660, 1.185, 2.404)
S (1.250, 2.519, -1.311)
O (-0.549, -0.036, -2.445)
O (0.314, 2.447, -0.131)
O (-1.762, -3.691, 1.117)
O (2.685, 0.733, 3.381)
O (-0.449, -3.016, 2.860)
N (0.357, -0.032, -3.403)
C (-1.136, 1.299, 2.566)
C (2.995, 5.879, 0.616)
C (-1.198, -0.647, 4.537)
C (0.819, 0.513, -5.676)
C (6.311, 3.141, 2.734)
C (1.471, 5.771, 2.518)
C (-1.035, -4.207, 3.177)
C (-0.922, -4.940, 4.330)
C (-2.345, 0.802, 3.013)
C (1.346, 5.554, -3.935)
C (-2.392, -0.187, 3.999)
C (1.571, 2.985, 2.480)
C (4.606, 2.887, 1.036)
C (-3.707, -0.781, 4.423)
C (-2.011, -6.123, 6.906)
C (-3.632, 0.988, -2.321)
C (1.061, 4.134, -2.035)
C (2.261, 5.106, 1.553)
C (-0.052, -7.350, 5.943)
C (1.412, 7.187, 2.502)
C (-2.439, -6.541, 3.363)
C (2.518, -0.409, -4.280)
C (1.634, -0.475, -3.178)
C (3.901, 2.087, -1.550)
C (0.027, -0.186, 4.074)
C (-0.031, 0.444, -4.610)
C (2.929, 2.612, -0.669)
C (6.928, 2.282, 0.575)
C (0.324, 6.399, -1.936)
C (2.923, 7.241, 0.629)
C (2.294, 3.679, 1.545)
C (0.618, 7.961, -3.894)
C (5.199, 2.001, -1.164)
C (-1.642, -6.143, 4.433)
C (0.054, 0.781, 3.089)
C (2.117, 7.905, 1.580)
C (-1.831, -4.618, 2.121)
C (5.584, 2.392, 0.142)
C (5.008, 3.258, 2.346)
C (3.247, 3.010, 0.602)
C (-4.450, 2.337, 0.161)
C (1.485, 4.310, -3.346)
C (-2.546, -5.785, 2.187)
C (0.774, 5.010, 3.491)
C (0.827, 3.651, 3.478)
C (7.285, 2.650, 1.838)
C (-1.521, -6.964, 5.719)
C (-2.349, -8.248, 5.671)
C (0.467, 5.161, -1.328)
C (0.766, 6.615, -3.236)
C (-4.392, -0.238, -1.854)
C (2.134, 0.072, -5.503)
C (-4.473, -2.105, 0.326)
B (-0.898, -2.629, 1.553)
H (-2.030, -8.898, 4.855)
H (-5.226, 2.755, -0.476)
H (-0.283, -4.592, 5.132)
H (0.320, -7.940, 5.104)
H (-2.997, -7.463, 3.425)
H (-4.460, -0.010, 4.588)
H (-1.419, -5.215, 7.023)
H (-1.218, -1.425, 5.290)
H (0.460, 0.897, -6.619)
H (4.270, 3.617, 3.049)
H (-4.187, 3.062, 0.929)
H (-2.768, 0.708, -2.924)
H (1.594, 8.370, -4.156)
H (-4.077, -1.452, 3.644)
H (-2.220, -8.796, 6.606)
H (3.583, 1.722, -2.521)
H (0.802, 7.690, 3.242)
H (2.838, 0.105, -6.324)
H (0.111, 4.983, -0.321)
H (0.048, -7.944, 6.855)
H (1.914, 3.480, -3.898)
H (-5.402, -2.439, -0.129)
H (0.117, 8.669, -3.236)
H (-3.601, -1.365, 5.336)
H (5.947, 1.596, -1.833)
H (8.314, 2.559, 2.160)
H (0.298, 3.070, 4.222)
H (-3.053, -5.832, 6.763)
H (3.522, -0.766, -4.103)
H (-3.165, -6.114, 1.363)
H (7.665, 1.894, -0.118)
H (-4.929, -0.692, -2.687)
H (0.958, -0.587, 4.450)
H (0.038, 7.880, -4.814)
H (3.484, 7.816, -0.096)
H (-4.007, -2.918, 0.871)
H (-1.062, 0.761, -4.646)
H (-1.936, -6.696, 7.834)
H (-4.796, 1.420, 0.632)
H (0.583, -6.470, 6.043)
H (0.202, 5.531, 4.249)
H (-3.267, 1.186, 2.594)
H (1.678, 5.704, -4.955)
H (-4.270, 1.655, -2.902)
H (-3.412, -8.034, 5.551)
H (6.598, 3.418, 3.740)
H (-1.114, 2.083, 1.815)
H (-0.138, 7.211, -1.387)
H (3.609, 5.375, -0.119)
H (-4.654, -1.266, 0.997)
H (-5.123, 0.026, -1.091)
H (2.067, 8.986, 1.581)

---

Computed strongest force on any atom (eV/Å) in order:
3.0 3.9 0.6 1.2